# 1
{
  "formula": "C33H33InN8O3S5",
  "method": "wB97M-V/def2-TZVPD",
  "species": ["In", "S", "C", "N", "N", "C", "C", "C", "C", "C", "C", "N", "N", "C", "C", "C", "C", "C", "C", "H", "H", "H", "H", "H", "H", "H", "H", "H", "H", "H", "C", "C", "N", "O", "C", "C", "N", "O", "H", "H", "H", "H", "H", "H", "H", "O", "C", "C", "C", "C", "C", "S", "C", "C", "C", "C", "S", "C", "C", "C", "C", "S", "H", "H", "H", "H", "H", "H", "H", "H", "H", "S", "C", "N", "C", "C", "N", "H", "H", "H", "H", "H", "H"],
  "positions_angstrom": [[0.138759, -0.211248, -0.107229], [0.691883, 1.867788, 1.107728], [-0.520003, 1.524243, 2.354333], [-0.363789, 1.967418, 3.576183], [0.751361, 2.556816, 3.889014], [1.004019, 3.075811, 5.135552], [0.046309, 2.999885, 6.149060], [0.317470, 3.554706, 7.382145], [1.529413, 4.186338, 7.619789], [2.476735, 4.266296, 6.610576], [2.224657, 3.711999, 5.372306], [-1.669433, 0.875896, 2.167391], [-1.905730, 0.267550, 1.079185], [-3.117656, -0.393626, 0.973692], [-3.499782, -0.854077, -0.288890], [-4.676537, -1.560072, -0.445491], [-5.493830, -1.803025, 0.648533], [-5.131423, -1.326568, 1.901612], [-3.953752, -0.628686, 2.073454], [1.482322, 2.608048, 3.166206], [-0.893181, 2.511260, 5.945466], [-0.420530, 3.497601, 8.165362], [1.734747, 4.619704, 8.585596], [3.415940, 4.765903, 6.788221], [2.956214, 3.772149, 4.579388], [-2.883240, -0.607413, -1.141260], [-4.946841, -1.920200, -1.426591], [-6.407047, -2.365663, 0.523712], [-5.771504, -1.518012, 2.751333], [-3.646631, -0.283418, 3.048062], [0.190546, -3.195339, -3.488806], [0.260977, -2.030850, -2.551209], [-0.528899, -1.924224, -1.538102], [-1.448890, -2.944443, -1.314432], [1.223931, -0.990247, -2.786551], [2.054714, -0.919272, -4.033884], [1.361641, -0.057299, -1.889022], [2.108074, 0.947658, -2.024628], [-0.370014, -4.001566, -3.022601], [1.196152, -3.533485, -3.732254], [-0.320073, -2.904685, -4.409367], [-1.940598, -2.647337, -0.532143], [1.647731, -1.527536, -4.833502], [3.076874, -1.239358, -3.825479], [2.097399, 0.126255, -4.344138], [1.311450, -1.218962, 1.270085], [1.529475, -2.508593, 1.717603], [1.993366, -2.434169, 3.154629], [1.868705, -3.355160, 4.147599], [2.474936, -2.937127, 5.352258], [3.027393, -1.702354, 5.250135], [2.825813, -1.022511, 3.681923], [2.593040, -3.231781, 0.921620], [3.621742, -4.007201, 1.364524], [4.401377, -4.540093, 0.311431], [3.953696, -4.158647, -0.910225], [2.573953, -3.137287, -0.800021], [0.258674, -3.317615, 1.684944], [0.028109, -4.616984, 1.360344], [-1.333508, -4.979931, 1.486691], [-2.110972, -3.951768, 1.905444], [-1.189006, -2.524472, 2.182558], [1.350347, -4.290582, 4.028334], [2.499542, -3.533681, 6.247712], [3.552019, -1.151992, 6.004775], [3.827374, -4.196592, 2.403909], [5.258468, -5.173360, 0.461551], [4.339232, -4.426909, -1.873301], [0.797341, -5.295355, 1.037692], [-1.709583, -5.962303, 1.268701], [-3.167799, -3.925853, 2.080899], [-1.470496, 1.181047, -2.237443], [-1.459657, 2.551955, -1.307854], [-0.542134, 3.527349, -1.370361], [-0.786261, 4.546364, -0.364729], [-2.216845, 4.220081, 0.108478], [-2.418253, 2.889026, -0.427663], [0.389352, 3.333033, -1.709332], [-0.711046, 5.540873, -0.810452], [-0.064324, 4.460799, 0.456098], [-2.954587, 4.919927, -0.304233], [-2.305867, 4.212172, 1.197573], [-3.298012, 2.403316, -0.383251]],
  "atomic_forces_ev_per_a": [[-0.14, -0.12, 0.01], [-0.18, -0.19, 0.07], [2.02, 0.99, -0.43], [-0.46, -0.15, 0.50], [0.27, -0.32, -1.59], [-0.09, 0.40, 1.17], [0.08, -0.05, -0.25], [0.17, 0.06, 0.01], [0.04, 0.06, 0.05], [-0.06, -0.02, 0.11], [-0.30, -0.20, -0.24], [-2.16, -1.13, -0.39], [2.22, 0.92, 0.58], [-1.46, -0.46, 0.09], [0.25, 0.26, 0.22], [-0.14, -0.09, 0.12], [0.00, -0.05, -0.14], [-0.08, -0.08, -0.01], [0.28, 0.09, -0.10], [-0.25, -0.07, 0.25], [-0.06, -0.04, 0.01], [-0.12, -0.02, 0.11], [0.02, 0.05, 0.11], [0.12, 0.04, 0.02], [0.10, 0.00, -0.08], [0.03, -0.06, 0.00], [-0.07, -0.03, -0.08], [-0.09, -0.02, 0.01], [-0.01, 0.00, 0.07], [0.01, 0.05, 0.08], [-0.19, -0.06, 0.23], [-0.72, -0.55, 0.18], [-0.06, 0.48, 0.62], [0.29, -0.05, -0.31], [0.72, 0.50, -0.81], [-0.20, 0.15, 0.26], [-0.31, -0.17, 0.38], [0.29, 0.15, -0.14], [0.06, -0.04, -0.08], [-0.02, 0.00, -0.05], [0.06, 0.01, -0.01], [0.11, -0.14, -0.04], [-0.02, -0.03, -0.11], [0.11, 0.01, -0.04], [0.06, -0.06, -0.06], [-0.13, 0.25, -0.27], [-0.05, -0.25, 0.10], [-0.07, 0.27, 0.12], [-0.04, 0.10, -0.25], [0.14, 0.07, 0.24], [0.11, 0.21, -0.25], [-0.13, -0.39, 0.23], [0.14, 0.07, -0.18], [-0.18, 0.12, 0.00], [0.08, -0.08, -0.23], [-0.29, 0.10, -0.07], [0.49, -0.36, 0.38], [-0.24, -0.06, 0.04], [0.21, 0.22, 0.03], [-0.25, -0.01, 0.05], [0.01, 0.31, 0.13], [0.11, -0.51, -0.14], [-0.08, -0.16, -0.10], [-0.01, -0.04, 0.17], [0.09, 0.14, 0.22], [-0.05, 0.06, 0.16], [0.13, -0.10, 0.00], [0.16, -0.03, -0.21], [0.21, -0.05, -0.11], [-0.13, -0.20, -0.07], [-0.28, -0.09, 0.02], [0.11, -0.61, -0.45], [-0.37, 0.42, -0.10], [-0.10, 0.14, 0.13], [0.17, 0.36, 0.19], [-0.12, 0.28, 0.20], [0.24, 0.15, -0.08], [-0.13, -0.20, -0.08], [-0.05, -0.06, 0.13], [-0.14, 0.00, -0.15], [0.13, -0.07, 0.08], [0.05, 0.10, -0.09], [0.13, -0.09, -0.12]],
  "lowdin_charge": [0.562, 0.739, -0.729, 0.090, 0.002, -0.236, -0.022, -0.085, -0.098, -0.090, -0.025, 0.064, -0.053, -0.329, -0.076, -0.064, -0.080, -0.080, -0.039, 0.082, 0.103, 0.102, 0.098, 0.103, 0.112, 0.026, 0.112, 0.103, 0.107, 0.110, -0.002, -0.347, -0.043, -0.029, -0.371, -0.015, -0.253, -0.122, 0.082, 0.087, 0.103, 0.049, 0.069, 0.090, 0.084, -0.317, -0.633, -0.476, -0.126, -0.186, -0.410, 1.080, -0.428, -0.105, -0.179, -0.385, 1.130, -0.450, -0.105, -0.168, -0.374, 1.104, 0.119, 0.097, 0.055, 0.114, 0.100, 0.059, 0.121, 0.102, 0.062, 0.742, -0.898, 0.018, -0.159, -0.129, 0.028, 0.137, 0.117, 0.080, 0.119, 0.116, 0.140],
  "max_force_ev_per_a": 2.47,
  "total_charge": 0,
  "spin_multiplicity": 1,
  "homo_lumo_gap_ev": 6.292
}

***

# 2
{
  "formula": "C24H15IrN5O9SSbSe6",
  "method": "wB97M-V/def2-TZVPD",
  "species": ["Ir", "Se", "Se", "C", "C", "C", "C", "C", "N", "C", "C", "C", "C", "C", "N", "H", "H", "H", "H", "H", "H", "H", "H", "Se", "Sb", "Se", "Se", "Se", "O", "C", "O", "C", "C", "C", "C", "C", "C", "N", "O", "O", "N", "O", "O", "H", "H", "H", "O", "C", "N", "S", "O", "O", "C", "C", "C", "C", "C", "C", "H", "H", "H", "H"],
  "positions_angstrom": [[-0.015324, -0.917464, -1.620885], [-0.205637, -4.748806, -1.184590], [1.246724, -4.119400, -2.952493], [-0.072303, -3.155740, -3.902429], [-0.538137, -3.746772, -5.072507], [-1.507588, -3.117175, -5.818192], [-1.986258, -1.920814, -5.318399], [-1.521231, -1.349552, -4.179414], [-0.545934, -1.980104, -3.456621], [0.980473, -3.886587, 0.067268], [1.574874, -4.599054, 1.088868], [2.443182, -3.887824, 1.923216], [2.814966, -2.619286, 1.572245], [2.164094, -2.012308, 0.496367], [1.203033, -2.606560, -0.201949], [-0.114103, -4.679721, -5.378956], [-1.936524, -3.502879, -6.720404], [-2.837898, -1.461691, -5.781928], [-1.964727, -0.451090, -3.739753], [1.334789, -5.617083, 1.254334], [2.839315, -4.308756, 2.829192], [3.564876, -2.087617, 2.117927], [2.366500, -0.964786, 0.284395], [4.994176, -2.074854, -1.193657], [4.516300, -0.061432, -2.304695], [2.073423, -0.492486, -2.822563], [5.120332, 0.667502, -4.472552], [4.807741, 1.947042, -0.833622], [-3.376537, -1.140474, -0.145404], [-2.908449, -0.147825, -0.651314], [-2.020293, -0.177011, -1.664953], [-3.167433, 1.184476, -0.093283], [-3.471426, 1.339140, 1.217708], [-3.095992, 2.376169, 2.081237], [-1.744501, 3.144475, 2.046077], [-1.042752, 3.170205, 0.633849], [-1.679290, 2.907030, -0.492001], [0.371915, 3.503492, 0.270492], [1.127079, 2.408843, -0.307068], [1.172905, 4.098549, 1.220166], [-3.779283, 2.497902, 3.294009], [-3.305785, 3.309080, 4.131228], [-4.813966, 1.853078, 3.461870], [-3.959240, 0.460620, 1.663362], [-1.919506, 4.131789, 2.419538], [-0.413749, 0.996264, -0.136424], [2.711812, 0.825795, 0.360623], [1.556071, 1.299544, 0.551531], [0.208017, 0.228122, 0.154912], [-0.580434, -0.195712, 1.738242], [-2.766808, 2.332923, -0.869695], [0.206626, -1.179193, 2.477324], [-0.024463, 1.436851, 2.348752], [-0.871807, 2.392354, 3.138300], [0.028795, 3.254671, 3.960177], [1.244050, 3.556464, 3.547920], [1.685556, 3.153408, 2.195314], [1.161179, 1.815680, 1.886606], [-1.560160, 1.861802, 3.795375], [-0.399823, 3.624015, 4.898309], [1.871541, 4.220084, 4.087034], [2.757016, 3.212686, 2.101982]],
  "atomic_forces_ev_per_a": [[0.26, -0.27, -0.09], [0.60, 0.02, -0.26], [-0.12, -0.51, 0.48], [-0.44, 0.65, -0.13], [0.05, 0.19, -0.39], [0.13, 0.47, 0.72], [-1.06, 0.07, -0.87], [0.95, -0.59, 1.38], [-0.32, 0.81, 0.32], [-0.48, -0.46, -0.21], [-0.13, 1.18, 0.05], [0.11, -0.08, -0.16], [-0.53, -0.25, -0.40], [0.04, 0.46, 0.27], [0.30, 0.44, 0.25], [0.13, -0.37, -0.04], [0.03, -0.39, -0.30], [-0.13, 0.33, -0.37], [0.39, -0.34, -0.13], [-0.21, -0.77, 0.10], [0.18, -0.42, 0.12], [0.17, 0.37, 0.18], [0.11, -0.32, -0.11], [0.46, -0.88, 0.22], [0.02, 0.91, 0.54], [-1.70, -0.24, 0.15], [0.42, 0.03, -0.55], [-0.06, 0.06, -0.07], [-0.36, -0.70, 0.11], [1.01, 0.34, -0.69], [0.15, -0.29, 0.55], [0.04, 0.48, -0.15], [-0.10, -0.76, 0.16], [0.38, 1.11, 0.12], [-0.14, -1.23, -0.26], [0.27, -0.21, 0.54], [0.46, 0.44, -0.20], [-0.06, -0.37, -0.29], [0.13, 0.68, -0.63], [-0.41, 0.19, 0.05], [1.21, 0.62, -1.68], [-0.52, -0.32, 0.39], [-0.64, -0.26, 0.69], [0.15, 0.41, -0.13], [0.03, 0.74, 0.01], [-0.01, -0.19, 0.18], [-0.77, 0.35, -0.51], [0.36, -0.16, 0.29], [0.15, 0.15, 0.45], [-0.11, 1.11, -1.15], [-0.80, -0.84, 0.21], [0.40, -0.40, 0.14], [0.38, -0.13, 0.34], [0.40, -1.01, -0.08], [-0.69, 0.21, 0.49], [-0.33, 0.47, 0.04], [0.18, 0.06, 0.60], [-1.35, -0.96, -0.41], [0.11, 0.14, 0.00], [0.26, -0.04, -0.32], [0.50, 0.46, 0.60], [0.51, -0.18, -0.14]],
  "mulliken_spin": [1.172, 0.007, 0.004, 0.012, -0.003, -0.001, 0.000, 0.008, -0.001, -0.018, 0.004, -0.006, 0.006, -0.065, 0.126, 0.000, 0.000, 0.000, -0.011, 0.000, -0.001, 0.002, 0.033, 0.075, -0.005, 0.679, 0.037, 0.942, 0.004, -0.013, -0.012, 0.010, 0.022, 0.001, 0.074, -0.066, 0.851, 0.050, 0.012, 0.006, 0.001, 0.004, 0.003, 0.003, -0.004, 0.082, 0.016, 0.020, -0.110, 0.000, 0.043, 0.000, 0.020, -0.024, 0.003, 0.002, 0.014, -0.006, 0.001, 0.000, 0.000, -0.002],
  "s_squared": 6.03,
  "de_lowest_kj_mol": 644.6,
  "max_force_ev_per_a": 2.17,
  "total_charge": -2,
  "spin_multiplicity": 5,
  "homo_lumo_gap_ev": [5.501, 5.026]
}